Formula: C4H7P
Source: the Open Molecules 2025 dataset
Level of theory: the ωB97M-V functional and the def2-TZVPD basis

Summary:
SMILES ... CC#CCP
E ... -13546.5396 eV
Orbital gap ... 0.387 Ha
Spin multiplicity ... 1
Relative energy (zero: lowest compared OMol25 entry of this formula, charge and spin) ... 63.1 kcal/mol
Charge ... 0

Last column: Mulliken charge in e.
Geometry (Å):
C  -2.6691  -0.0015  0.4213  -1.236
C  -1.2776  0.2437  0.1000  0.058
C  -0.1634  0.4984  -0.2342  0.173
C  1.5202  0.4514  -0.6722  -0.475
P  2.4363  -0.3612  0.7493  -0.094
H  -3.3379  -0.2396  -0.3532  0.314
H  -3.2429  0.8032  0.9920  0.260
H  -2.5288  -0.8242  1.0447  0.295
H  1.7845  -0.0988  -1.6071  0.330
H  1.6572  1.5975  -0.6737  0.282
H  3.7032  -0.4046  -0.0560  0.052
H  2.1183  -1.6643  0.2891  0.042



Formula: C3H4LiMgO3
Source: the Open Molecules 2025 dataset
Level of theory: the ωB97M-V functional and the def2-TZVPD basis

Summary:
E ... -14964.3885 eV
Expectation value of S² ... 0.7543
Orbital gap (alpha / beta) ... 0.170 / 0.169 Ha
Spin multiplicity ... 2
Relative energy (zero: lowest compared OMol25 entry of this formula, charge and spin) ... 70.9 kcal/mol
Charge ... 0

Last column: Mulliken charge in e.
Geometry (Å):
H  1.3848  -0.4177  1.9731  0.294
C  0.7889  -0.4841  1.0420  0.008
C  0.6803  -1.9301  0.6962  -0.350
O  0.4295  -2.1704  -0.6237  -0.095
Li  1.1320  -0.5394  -1.6292  0.491
O  1.3315  0.2605  -0.0015  -0.713
H  -0.2271  -0.1165  1.3115  0.244
H  0.3615  -2.7048  1.3972  0.402
Mg  2.1131  2.0847  0.0916  -0.039
C  -0.1350  -3.4008  -1.0615  -0.415
O  -0.1826  -3.3129  -2.3584  -0.269
H  -0.5013  -4.1412  -2.7417  0.442



Formula: C40H34Cl3FN5O6ReS
Source: the Open Molecules 2025 dataset
Level of theory: the ωB97M-V functional and the def2-TZVPD basis

Summary:
E ... -115007.2802 eV
Expectation value of S² ... 1.0038
Orbital gap (alpha / beta) ... 0.240 / 0.223 Ha
Spin multiplicity ... 2
Relative energy (zero: lowest compared OMol25 entry of this formula, charge and spin) ... 54.5 kcal/mol
Charge ... +1

Last column: Mulliken charge in e.
Geometry (Å):
Re  3.4494  2.0573  0.6958  1.705
F  0.0701  -2.3439  -3.1467  -0.356
C  0.0000  -2.2095  -1.8193  0.173
C  0.8907  -1.3909  -1.1966  -0.010
C  0.8647  -1.2698  0.1976  0.624
C  1.8021  -0.3791  0.8454  0.547
O  2.5930  0.2498  0.0859  -0.638
C  1.7412  -0.2480  2.2455  -0.206
C  0.7952  -0.9893  2.9102  -0.115
N  -0.0962  -1.8051  2.3238  0.582
C  -0.9774  -2.6119  3.1432  -0.240
C  -2.4503  -2.3201  3.1365  -0.434
C  -1.6185  -1.9948  4.3420  -0.801
C  -0.0847  -1.9716  0.9403  -0.459
C  -1.0063  -2.7913  0.2766  -0.721
C  -0.9778  -2.9214  -1.1037  -1.221
N  -1.9422  -3.7252  -1.7531  0.347
C  -2.1589  -3.5871  -3.1924  -0.776
C  -3.4189  -4.3824  -3.5590  -0.763
N  -4.2731  -4.4858  -2.3285  -0.147
C  -3.6284  -5.3969  -1.3162  -0.761
C  -2.1228  -5.1008  -1.3208  -0.665
C  2.6771  0.5924  3.1115  0.355
O  2.4977  0.5782  4.3097  -0.662
O  3.6511  1.2494  2.5377  -0.734
H  1.6230  -0.8490  -1.7831  0.329
H  0.7511  -0.9169  3.9878  0.816
H  -0.6569  -3.6449  3.2122  0.402
H  -3.1293  -3.1606  3.1803  0.335
H  -2.7762  -1.4780  2.5410  0.168
H  -1.7052  -2.6120  5.2238  0.322
H  -1.4344  -0.9454  4.5279  0.033
H  -1.7763  -3.2961  0.8426  0.910
H  -1.3311  -3.9595  -3.8008  0.435
H  -2.2967  -2.5332  -3.4296  0.567
H  -3.1982  -5.4045  -3.8614  0.349
H  -3.9904  -3.8985  -4.3471  0.395
H  -5.2156  -4.8034  -2.5532  0.333
H  -4.3417  -3.5532  -1.9143  0.380
H  -3.8555  -6.4209  -1.6067  0.373
H  -4.0927  -5.1815  -0.3557  0.435
H  -1.5952  -5.7967  -1.9844  0.316
H  -1.7207  -5.2468  -0.3228  0.470
N  5.1182  0.9221  -0.3040  -0.506
C  4.5440  1.1747  -1.6259  0.195
C  4.7741  0.3702  -2.7266  -0.786
C  3.9045  0.4437  -3.8101  -0.664
C  2.8304  1.3288  -3.7900  -0.112
C  2.7025  2.2410  -2.7558  -0.367
C  3.5701  2.1593  -1.6768  -0.378
S  1.5289  1.2339  -5.0349  1.276
O  0.4489  2.0055  -4.4313  -0.744
O  1.2744  -0.1996  -5.0910  -0.661
O  2.1159  1.8065  -6.2238  -0.691
H  6.1168  1.0471  -0.1750  0.273
H  4.9056  -0.0449  -0.0667  0.289
H  5.5478  -0.3882  -2.6907  0.435
H  4.0019  -0.2419  -4.6410  0.456
H  1.8893  2.9535  -2.7813  0.570
H  3.3355  2.9389  -0.9031  0.516
Cl  5.4137  6.4202  3.3774  -0.081
C  6.1173  5.6529  1.9524  0.774
Cl  7.7279  5.0168  2.3142  -0.089
Cl  6.1924  6.7960  0.6058  -0.080
C  5.2660  4.5272  1.5684  0.203
N  4.5897  3.6560  1.2466  -0.760
C  1.6828  2.6816  1.0112  -0.389
C  0.4269  2.6868  1.1445  -0.482
C  -0.8975  2.5108  1.2033  0.716
C  -1.5431  2.1607  2.4819  0.691
C  -2.7805  1.5118  2.5258  -0.243
C  -3.3757  1.2153  3.7428  -0.788
C  -2.7392  1.5429  4.9326  -0.653
C  -1.4914  2.1525  4.8999  -0.687
C  -0.9003  2.4603  3.6872  -0.505
C  -1.6374  2.6552  -0.0749  0.107
C  -1.0133  2.2569  -1.2627  -0.124
C  -1.6386  2.4189  -2.4866  -0.782
C  -2.9048  2.9913  -2.5376  -0.712
C  -3.5327  3.3981  -1.3666  -0.754
C  -2.9074  3.2303  -0.1398  -0.324
H  -3.2830  1.2548  1.6034  0.627
H  -4.3456  0.7354  3.7628  0.413
H  -3.2136  1.3255  5.8808  0.415
H  -0.9825  2.4053  5.8206  0.433
H  0.0623  2.9559  3.6656  0.439
H  -0.0193  1.8264  -1.2198  0.381
H  -1.1277  2.1162  -3.3947  0.738
H  -3.3929  3.1373  -3.4922  0.473
H  -4.5069  3.8679  -1.4092  0.390
H  -3.3892  3.5816  0.7631  0.561



Formula: C4H6FNS
Source: the Open Molecules 2025 dataset
Level of theory: the ωB97M-V functional and the def2-TZVPD basis

Summary:
SMILES ... F[C@H]1CCNC1=S
E ... -19287.6959 eV
Orbital gap ... 0.334 Ha
Spin multiplicity ... 1
Relative energy (zero: lowest compared OMol25 entry of this formula, charge and spin) ... 7.6 kcal/mol
Charge ... 0

Last column: Mulliken charge in e.
Geometry (Å):
F  -0.0474  1.8935  -0.5324  -0.302
C  -0.3709  0.9451  0.4391  0.319
C  -1.8538  0.4274  0.2518  -0.555
C  -1.8131  -1.1231  -0.1406  -0.462
N  -0.3778  -1.3664  -0.1814  -0.145
C  0.4825  -0.3169  0.1569  -0.102
S  2.1100  -0.2953  0.0532  -0.321
H  -0.1828  1.3418  1.4202  0.268
H  -2.3899  1.0796  -0.5032  0.298
H  -2.3677  0.5639  1.2494  0.235
H  -2.1962  -1.2757  -1.1678  0.239
H  -2.3310  -1.8532  0.5137  0.286
H  0.1096  -2.2038  -0.5444  0.242



Formula: C42H30N3OPdS
Source: the Open Molecules 2025 dataset
Level of theory: the ωB97M-V functional and the def2-TZVPD basis

Summary:
E ... -64874.4926 eV
Orbital gap ... 0.230 Ha
Spin multiplicity ... 1
Relative energy (zero: lowest compared OMol25 entry of this formula, charge and spin) ... 0.0 kcal/mol
Charge ... -1

Last column: Mulliken charge in e.
Geometry (Å):
Pd  -0.2390  -0.2280  -0.4415  0.215
C  -4.3568  1.1609  2.6356  -0.465
C  -3.2887  0.3970  2.1267  -0.456
N  -2.2816  0.9222  1.4843  -0.089
C  -2.2189  2.2495  1.2697  0.257
C  -3.1887  3.1134  1.8386  1.448
C  -4.2850  2.5160  2.5008  -1.039
C  -3.0344  4.5176  1.7750  -1.074
C  -1.8976  5.0066  1.2016  -0.920
C  -0.9603  4.1659  0.5770  -0.922
C  -1.1160  2.7822  0.4829  -0.043
N  -0.2808  1.9234  -0.1932  0.270
C  0.8126  2.3719  -0.8876  -0.442
C  0.9546  3.5227  -1.6602  -0.897
C  2.1859  3.9048  -2.2171  -0.658
C  3.3268  3.1724  -2.0293  -1.005
C  3.2250  1.9394  -1.3453  1.429
C  4.3259  1.0754  -1.1506  -0.752
C  4.1489  -0.1381  -0.5520  -0.948
C  2.8466  -0.5291  -0.1913  -0.093
N  1.8099  0.2582  -0.3467  0.026
C  1.9735  1.5124  -0.8561  0.476
H  -5.1970  0.6849  3.1227  0.458
H  -3.2694  -0.6835  2.2455  0.481
H  -5.0679  3.1547  2.8949  0.388
H  -3.7828  5.1649  2.2159  0.371
H  -1.7116  6.0752  1.1919  0.343
H  -0.0881  4.6383  0.1616  0.656
H  0.0871  4.1324  -1.8588  0.733
H  2.2258  4.8174  -2.8007  0.368
H  4.2827  3.4899  -2.4262  0.344
H  5.3049  1.3907  -1.4939  0.386
H  4.9733  -0.8192  -0.3920  0.395
H  2.6408  -1.5208  0.1885  0.472
C  -9.5198  -0.1203  3.9165  -1.163
C  -8.3014  -0.3354  3.0456  0.771
O  -7.1925  -0.4632  3.4875  -0.553
S  -8.7072  -0.3556  1.3105  -0.278
C  -7.1197  -0.4600  0.5425  0.116
C  -6.5434  -1.7022  0.2947  -0.344
C  -5.3075  -1.7838  -0.3195  -0.420
C  -4.6076  -0.6277  -0.6951  0.505
C  -5.2166  0.6139  -0.4629  -0.130
C  -6.4513  0.6968  0.1541  -0.432
C  -3.2711  -0.7074  -1.2103  -1.330
C  -2.0882  -0.5219  -0.9267  -0.187
H  -9.3181  -0.5136  4.9104  0.317
H  -10.4050  -0.5912  3.4909  0.361
H  -9.7065  0.9522  3.9910  0.279
H  -7.0631  -2.6028  0.5985  0.423
H  -4.8436  -2.7473  -0.4892  0.411
H  -4.6833  1.5138  -0.7401  0.429
H  -6.8963  1.6642  0.3519  0.414
C  1.8322  -6.7491  -2.6572  -0.392
C  1.7928  -5.7567  -3.6268  -0.531
C  1.4628  -4.4564  -3.2783  -0.443
C  1.1511  -4.1070  -1.9606  0.486
C  1.2133  -5.1157  -0.9940  -0.105
C  1.5454  -6.4169  -1.3400  -0.738
C  0.8188  -2.6952  -1.6654  -0.281
C  0.0065  -2.1989  -0.7207  -1.317
C  -0.7633  -3.0747  0.1939  0.829
C  -1.7824  -3.8964  -0.2889  0.412
C  -2.5172  -4.6952  0.5728  -0.837
C  -2.2537  -4.6886  1.9371  -0.455
C  -1.2504  -3.8649  2.4301  -0.904
C  -0.5198  -3.0610  1.5670  -0.045
H  2.0893  -7.7670  -2.9232  0.366
H  2.0190  -5.9960  -4.6592  0.360
H  1.4323  -3.6856  -4.0405  0.381
H  1.0013  -4.8772  0.0389  0.468
H  1.5828  -7.1781  -0.5697  0.386
H  1.2756  -1.9949  -2.3622  0.453
H  -1.9986  -3.8868  -1.3496  0.427
H  -3.3055  -5.3256  0.1774  0.416
H  -2.8326  -5.3092  2.6101  0.385
H  -1.0441  -3.8379  3.4937  0.389
H  0.2428  -2.3964  1.9571  0.389



Formula: C37H23ClF5MnN2O3Si
Source: the Open Molecules 2025 dataset
Level of theory: the ωB97M-V functional and the def2-TZVPD basis

Summary:
E ... -113176.2880 eV
Expectation value of S² ... 8.7600
Orbital gap (alpha / beta) ... 0.213 / 0.238 Ha
Spin multiplicity ... 6
Relative energy (zero: lowest compared OMol25 entry of this formula, charge and spin) ... 11.3 kcal/mol
Charge ... -1

Last column: Mulliken charge in e.
Geometry (Å):
Mn  -0.1868  0.2634  0.5054  0.851
Cl  3.3912  2.2111  7.0118  -0.266
C  3.2486  1.6457  5.3587  0.254
C  4.3682  1.1360  4.7217  -0.643
C  4.2501  0.6974  3.4117  -0.442
C  3.0312  0.7602  2.7464  0.732
C  1.9231  1.2660  3.4131  0.564
C  2.0228  1.7160  4.7225  -1.268
C  2.9499  0.2769  1.3113  -0.609
O  3.9747  -0.0285  0.7202  -0.784
O  1.7577  0.2276  0.8388  -0.671
H  5.3125  1.0871  5.2471  0.422
H  5.1032  0.3031  2.8757  0.464
H  0.9643  1.3059  2.9103  0.314
H  1.1590  2.1077  5.2420  0.484
N  -7.2428  -1.3295  0.4168  -0.480
C  -6.1437  -1.0819  0.2013  -0.141
C  -4.7481  -0.7765  -0.0741  0.809
C  -3.8048  -1.7869  -0.0656  -0.590
C  -2.4861  -1.4423  -0.3218  -0.329
N  -2.0903  -0.1883  -0.5497  -0.026
C  -3.0135  0.7698  -0.5684  -0.293
C  -4.3604  0.5225  -0.3441  -1.019
H  -4.0749  -2.8129  0.1359  0.490
H  -1.7151  -2.2025  -0.3311  0.489
H  -2.6612  1.7766  -0.7539  0.594
H  -5.0746  1.3323  -0.3736  0.527
F  2.3029  -4.2638  4.8779  -0.349
C  1.5305  -3.3817  4.2221  0.746
C  0.8370  -2.4052  4.9119  0.278
F  0.9494  -2.3369  6.2458  -0.339
C  0.0268  -1.5100  4.2400  0.003
F  -0.6239  -0.5813  4.9560  -0.420
C  -0.1176  -1.5234  2.8459  0.588
O  -0.8594  -0.6450  2.2273  -0.578
C  0.5869  -2.5395  2.1938  0.166
F  0.4874  -2.6420  0.8468  -0.446
C  1.3988  -3.4443  2.8482  0.061
F  2.0446  -4.3948  2.1598  -0.336
C  -3.0707  4.8331  3.0877  -0.406
C  -2.9024  3.4586  3.0616  -1.086
C  -2.0562  2.8805  2.1174  -0.071
C  -1.3535  3.6419  1.1793  0.186
C  -1.5439  5.0306  1.2373  0.306
C  -2.3857  5.6211  2.1684  -0.816
Si  -0.1467  2.7642  -0.0439  0.614
C  -0.6219  3.4730  -1.7731  0.570
C  -0.4097  4.8189  -2.1071  -0.175
C  -0.7632  5.3337  -3.3461  -0.709
C  -1.3301  4.5079  -4.3101  -0.496
C  -1.5218  3.1660  -4.0249  -0.701
C  -1.1668  2.6654  -2.7753  -0.309
C  1.5045  3.6391  0.2789  0.474
C  1.8041  4.3205  1.4600  -0.233
C  3.0710  4.8446  1.7001  -0.606
C  4.0744  4.6956  0.7557  -0.518
C  3.8020  4.0215  -0.4295  -0.592
C  2.5370  3.5027  -0.6574  -0.379
H  -3.7212  5.2906  3.8237  0.356
H  -3.4170  2.8310  3.7796  0.448
H  -1.9324  1.7995  2.1451  0.432
H  -1.0145  5.6716  0.5415  0.159
H  -2.5050  6.6983  2.1840  0.400
H  0.0702  5.4743  -1.3887  0.175
H  -0.5870  6.3801  -3.5667  0.401
H  -1.6028  4.9053  -5.2804  0.356
H  -1.9376  2.5047  -4.7763  0.415
H  -1.2992  1.6041  -2.5875  0.233
H  1.0387  4.4409  2.2199  0.336
H  3.2738  5.3567  2.6334  0.385
H  5.0668  5.0866  0.9456  0.362
H  4.5835  3.8842  -1.1671  0.363
H  2.3513  2.9656  -1.5827  0.324



Values for maximum force, eV Å⁻¹, ordered as above
5.81; 3.14; 1.00; 2.75; 1.07; 0.83